{
  "formula": "C74H164N9O6",
  "method": "ωB97M-V with the def2-TZVPD basis set",
  "symbols": ["C", "C", "C", "N", "C", "C", "C", "C", "C", "H", "H", "H", "H", "H", "H", "H", "H", "H", "H", "H", "H", "H", "H", "H", "H", "H", "H", "C", "C", "C", "N", "C", "C", "C", "C", "C", "H", "H", "H", "H", "H", "H", "H", "H", "H", "H", "H", "H", "H", "H", "H", "H", "H", "H", "C", "C", "C", "N", "C", "C", "C", "C", "C", "H", "H", "H", "H", "H", "H", "H", "H", "H", "H", "H", "H", "H", "H", "H", "H", "H", "H", "C", "C", "C", "N", "C", "C", "C", "C", "C", "H", "H", "H", "H", "H", "H", "H", "H", "H", "H", "H", "H", "H", "H", "H", "H", "H", "H", "C", "C", "C", "N", "C", "C", "C", "C", "C", "H", "H", "H", "H", "H", "H", "H", "H", "H", "H", "H", "H", "H", "H", "H", "H", "H", "H", "C", "C", "C", "N", "C", "C", "C", "C", "C", "H", "H", "H", "H", "H", "H", "H", "H", "H", "H", "H", "H", "H", "H", "H", "H", "H", "H", "C", "C", "C", "N", "C", "C", "C", "C", "C", "H", "H", "H", "H", "H", "H", "H", "H", "H", "H", "H", "H", "H", "H", "H", "H", "H", "H", "C", "C", "C", "N", "C", "C", "C", "C", "C", "H", "H", "H", "H", "H", "H", "H", "H", "H", "H", "H", "H", "H", "H", "H", "H", "H", "H", "C", "C", "C", "N", "C", "C", "C", "C", "C", "H", "H", "H", "H", "H", "H", "H", "H", "H", "H", "H", "H", "H", "H", "H", "H", "H", "H", "O", "C", "O", "O", "H", "O", "C", "O", "O", "H"],
  "coordinates": [[19.37960, -15.16041, -4.11480], [20.85059, -14.85059, -3.79095], [21.88999, -15.95464, -4.06777], [22.96228, -15.72505, -5.10806], [23.93121, -16.93096, -5.11342], [22.28581, -15.52323, -6.49691], [23.22880, -14.64848, -7.32834], [24.04284, -13.72431, -6.30561], [23.75266, -14.41383, -4.87271], [19.18293, -15.31762, -5.17532], [18.69265, -14.35530, -3.85404], [18.96911, -15.90254, -3.43007], [20.94097, -14.46524, -2.77535], [21.03125, -13.84939, -4.18218], [21.52114, -16.92042, -4.41320], [22.38319, -16.12194, -3.11024], [24.26686, -17.13776, -4.09722], [24.68570, -16.67673, -5.85788], [23.40168, -17.84461, -5.38349], [22.07690, -16.46736, -6.99997], [21.38389, -14.94794, -6.28793], [23.74666, -15.41539, -7.90433], [22.57532, -14.07976, -7.98987], [25.09932, -13.53567, -6.49630], [23.55761, -12.74831, -6.29783], [24.62581, -14.80698, -4.35200], [23.30369, -13.71148, -4.17040], [23.89207, -25.99208, -1.24445], [23.42873, -24.71270, -0.66007], [23.86676, -23.48445, -1.39993], [23.71855, -22.15736, -0.64511], [24.25063, -20.99439, -1.50815], [24.58081, -22.15361, 0.62935], [23.82763, -21.33742, 1.67091], [22.41374, -21.65102, 1.36459], [22.28616, -21.80964, -0.13009], [23.31210, -26.21707, -2.13950], [23.44624, -26.74789, -0.59783], [24.96909, -26.15976, -1.24256], [23.54435, -24.73223, 0.42361], [22.34420, -24.82165, -0.65550], [23.28736, -23.29430, -2.30339], [24.94224, -23.54012, -1.56827], [25.28242, -21.13559, -1.82998], [24.23803, -20.00661, -1.04746], [23.63796, -20.99782, -2.40966], [25.45614, -21.50784, 0.55960], [24.97154, -23.12086, 0.94536], [24.00217, -20.27379, 1.50876], [23.90369, -21.68528, 2.70111], [21.65889, -21.01053, 1.82074], [22.05710, -22.58405, 1.80089], [21.94743, -21.00053, -0.77716], [21.65263, -22.64331, -0.43300], [25.97441, -5.19080, -2.29044], [24.81461, -6.17198, -2.35749], [24.57049, -7.03441, -1.16028], [23.24315, -7.86543, -1.27689], [23.29695, -8.90467, -0.06357], [22.99950, -8.75294, -2.56737], [22.22077, -7.95246, -3.50471], [21.28953, -7.15013, -2.75387], [21.83795, -7.14903, -1.32969], [25.85469, -4.47289, -1.47904], [25.65808, -4.59473, -3.14644], [26.92697, -5.69873, -2.44127], [24.95008, -6.80042, -3.23772], [23.94957, -5.53762, -2.55086], [24.41146, -6.44827, -0.25516], [25.31282, -7.81748, -1.00586], [24.16726, -9.54912, -0.18743], [22.42855, -9.56110, -0.00821], [23.42303, -8.32728, 0.85231], [22.24389, -9.49513, -2.30987], [23.93511, -9.22269, -2.87081], [21.83364, -8.60653, -4.28600], [22.86083, -7.31797, -4.11778], [20.28441, -7.57183, -2.75193], [21.17475, -6.17033, -3.21746], [21.20792, -7.58458, -0.55415], [21.98754, -6.15914, -0.89859], [11.34075, -9.90450, 11.96879], [11.88640, -10.98830, 11.05492], [10.82654, -11.13456, 9.92350], [11.16959, -12.33183, 8.94644], [11.43307, -13.62778, 9.70981], [10.00028, -12.46811, 8.01401], [10.60694, -13.19857, 6.79704], [12.15971, -13.04860, 6.83770], [12.41504, -12.17723, 8.07763], [12.04762, -9.61060, 12.74472], [10.44734, -10.12038, 12.55471], [11.16721, -9.00602, 11.37657], [12.08620, -11.87006, 11.66374], [12.80680, -10.70965, 10.54178], [10.78088, -10.20653, 9.35360], [9.84070, -11.37351, 10.32237], [11.35102, -14.47948, 9.03456], [10.62874, -13.66281, 10.44461], [12.37104, -13.56329, 10.26133], [9.23841, -13.08398, 8.49188], [9.57818, -11.50906, 7.71375], [10.48882, -14.28214, 6.80210], [10.33362, -12.82283, 5.81103], [12.79547, -13.88189, 7.13692], [12.64114, -12.66792, 5.93691], [13.37814, -12.29785, 8.57359], [12.56108, -11.14071, 7.77366], [13.82250, -19.47789, 11.24587], [13.75119, -19.41252, 9.78866], [13.89966, -20.86586, 9.14658], [13.88740, -20.78092, 7.51345], [12.59532, -20.20578, 6.88687], [13.88908, -22.19232, 6.68129], [15.28415, -22.15612, 6.07157], [15.48921, -20.75698, 5.64941], [15.05771, -19.97462, 6.99902], [13.08709, -20.08957, 11.76849], [13.56462, -18.47414, 11.58363], [14.84506, -19.67222, 11.56944], [14.40191, -18.71034, 9.26751], [12.73024, -19.07833, 9.60403], [13.09612, -21.51553, 9.49348], [14.83110, -21.28955, 9.52210], [12.68246, -19.98281, 5.82349], [12.47612, -19.17667, 7.22575], [11.77432, -20.87151, 7.15308], [13.20352, -22.27817, 5.83823], [13.73190, -22.97292, 7.42564], [15.44241, -22.73907, 5.16425], [16.13184, -22.49248, 6.66854], [14.88029, -20.45757, 4.79638], [16.48960, -20.56201, 5.26300], [14.70109, -18.94467, 6.98745], [15.95147, -20.06762, 7.61598], [26.63516, -5.60286, 7.73988], [26.08912, -6.90038, 8.29135], [26.02677, -7.77305, 7.04981], [25.40455, -9.20503, 7.24516], [26.38643, -10.01974, 8.05179], [23.97812, -9.38771, 7.86986], [23.32024, -10.64712, 7.33310], [24.28016, -11.01507, 6.10914], [25.25672, -9.85071, 5.87052], [25.82315, -4.98551, 7.35566], [27.45070, -5.79621, 7.04303], [27.02729, -4.80213, 8.36690], [25.15158, -6.76817, 8.83139], [26.80791, -7.26346, 9.02593], [26.97127, -7.94730, 6.53440], [25.35533, -7.29142, 6.33896], [27.35436, -9.74449, 7.63291], [26.00355, -11.03133, 7.91687], [26.36980, -9.77783, 9.11448], [24.07395, -9.26483, 8.94867], [23.56201, -8.45731, 7.48348], [23.29500, -11.43138, 8.08967], [22.27941, -10.45610, 7.07176], [24.83319, -11.94255, 6.25758], [23.54779, -11.16591, 5.31605], [26.18947, -10.18738, 5.41805], [24.89780, -9.14321, 5.12304], [14.75635, -2.71730, 3.10182], [15.06289, -3.69697, 2.04492], [14.84182, -3.33182, 0.57012], [15.02623, -4.45524, -0.56481], [14.90593, -3.68704, -1.93479], [14.04166, -5.64896, -0.40822], [14.73001, -6.67889, 0.42869], [16.21837, -6.54783, 0.11514], [16.40065, -5.09070, -0.43981], [13.74090, -2.32181, 3.07848], [15.44460, -1.87210, 3.10971], [14.81552, -3.13936, 4.10504], [14.38837, -4.51975, 2.28191], [16.09037, -3.97074, 2.28461], [15.48658, -2.47640, 0.36854], [13.78810, -3.05807, 0.51677], [14.89528, -4.34261, -2.80555], [15.60288, -2.84979, -1.97178], [13.95260, -3.17535, -1.80277], [13.96666, -6.04143, -1.42234], [13.10182, -5.24949, -0.02716], [14.34060, -7.68164, 0.25274], [14.48210, -6.59052, 1.48644], [16.60234, -7.23390, -0.63983], [16.75071, -6.71953, 1.05068], [17.00957, -5.05015, -1.34296], [16.92806, -4.47449, 0.28835], [20.17266, -16.90347, 5.85454], [19.18180, -16.64147, 4.77626], [19.27435, -15.30276, 4.12949], [18.23424, -14.92194, 3.06226], [17.93843, -16.11436, 2.08968], [18.67115, -13.63685, 2.28307], [18.26244, -12.41478, 3.07002], [17.00604, -12.91020, 3.79698], [16.84467, -14.38941, 3.50609], [19.73458, -16.48800, 6.76205], [21.12976, -16.44231, 5.61082], [20.33302, -17.97648, 5.95959], [18.13722, -16.80292, 5.04251], [19.34854, -17.27163, 3.90265], [20.26138, -15.22734, 3.67323], [19.11864, -14.46291, 4.80662], [17.16724, -15.93942, 1.33951], [17.67743, -17.03827, 2.60579], [18.79110, -16.53007, 1.55281], [18.16594, -13.56166, 1.32016], [19.72905, -13.58888, 2.02493], [17.98737, -11.59242, 2.40958], [19.07952, -12.16570, 3.74709], [16.22850, -12.28109, 3.36367], [17.15937, -12.73735, 4.86221], [16.01743, -14.52215, 2.80884], [16.64479, -14.97414, 4.40401], [19.87192, -21.29560, 10.64933], [20.07724, -22.55791, 9.71788], [21.50720, -23.27187, 9.81619], [21.82893, -24.35852, 8.72802], [20.60661, -25.32078, 8.51299], [22.42653, -23.83149, 7.41729], [23.30492, -24.99002, 6.83491], [23.79306, -25.72496, 8.07283], [23.13355, -25.08203, 9.24279], [19.04591, -20.68871, 10.27857], [20.79542, -20.71696, 10.67005], [19.51946, -21.52072, 11.65591], [19.83392, -22.24533, 8.70240], [19.21422, -23.21589, 9.81968], [21.75124, -23.70499, 10.78622], [22.31589, -22.54636, 9.72816], [19.75815, -24.75038, 8.13501], [20.35330, -25.85121, 9.43091], [20.79498, -26.15069, 7.83191], [21.52995, -23.61056, 6.83813], [23.07654, -22.98411, 7.63529], [22.66861, -25.63572, 6.22970], [24.06344, -24.50473, 6.22071], [23.67910, -26.80211, 7.95094], [24.85335, -25.55310, 8.25820], [23.03773, -25.74444, 10.10310], [23.72131, -24.26087, 9.65307], [23.92770, -13.87356, 2.08732], [23.59274, -14.38123, 0.93455], [23.63043, -13.56115, -0.00349], [23.22495, -15.52844, 0.83155], [24.20790, -13.25086, 1.41254], [18.28180, -14.24665, 9.74158], [16.93534, -14.27702, 9.72392], [16.25571, -13.91193, 10.69133], [16.49253, -14.65109, 8.63066], [17.82454, -14.46132, 8.92523]],
  "total_energy_ha": -3859.20895,
  "total_charge": 7,
  "orbital_gap_ev": 5.410,
  "lumo_energy_ev": -10.17,
  "e_above_lowest_ev": 8.0099,
  "homo_energy_ev": -15.58
}